{"formula": "C21H47N8O8", "method": "ωB97M-V/def2-TZVPD", "lumo_energy_ev": -4.1, "charge": 1, "e_homo_ev": -10.591, "elements": ["C", "C", "O", "O", "C", "O", "C", "N", "N", "C", "N", "N", "C", "C", "C", "C", "O", "H", "H", "H", "H", "H", "H", "H", "H", "H", "H", "H", "H", "H", "H", "H", "H", "H", "H", "H", "C", "C", "O", "N", "C", "H", "H", "H", "H", "H", "H", "H", "C", "C", "O", "N", "C", "H", "H", "H", "H", "H", "H", "H", "C", "C", "O", "N", "C", "H", "H", "H", "H", "H", "H", "H", "C", "C", "O", "N", "C", "H", "H", "H", "H", "H", "H", "H"], "coordinates": [[-7.3453, 0.4551, 0.6052], [-7.2356, 0.1292, -1.0312], [-8.2173, 0.6950, -1.7783], [-6.1745, -0.7123, -1.6077], [-5.3461, 0.0269, -2.5737], [-5.8212, 0.7033, -3.6493], [-3.6879, 0.0841, -2.3701], [-3.3592, 1.3275, -1.5756], [-4.5205, 1.9190, -1.0656], [-2.3907, 1.0674, -0.4415], [-2.5861, -0.0203, 0.5913], [-1.3087, 1.9097, -0.3310], [-0.2383, 1.8719, 0.7362], [-0.3396, 3.3087, 1.5865], [-1.0722, 3.1264, 3.0506], [0.0338, 3.3652, 4.2648], [0.3986, 2.0885, 4.9421], [-6.3390, 0.2341, 1.1780], [-8.2235, -0.1422, 1.1091], [-7.6259, 1.6099, 0.7077], [-3.2427, -0.9122, -1.9479], [-3.2509, 0.2018, -3.4702], [-4.7716, 1.4686, -0.1414], [-4.2086, 2.9018, -0.8126], [-3.1118, -0.8443, 0.2266], [-2.9945, 0.3580, 1.4753], [-1.2159, 2.6836, -1.0561], [-0.3596, 1.0298, 1.5387], [0.8405, 1.7304, 0.2623], [0.7433, 3.7490, 1.6940], [-1.0191, 4.0352, 0.9604], [-1.6650, 2.1223, 3.1731], [-1.8598, 4.0043, 3.1667], [-0.3911, 4.0699, 5.1182], [0.9987, 3.9050, 3.8543], [-0.4542, 1.5918, 5.1672], [-1.4520, -2.0891, -6.4314], [-2.2234, -2.3666, -5.1716], [-1.7384, -2.1888, -4.0553], [-3.5004, -2.8298, -5.2899], [-4.2435, -3.1015, -6.4969], [-0.4520, -1.7260, -6.1748], [-1.3463, -3.0067, -7.0153], [-1.9584, -1.3190, -7.0182], [-3.9537, -2.9926, -4.3984], [-5.1425, -2.4798, -6.4887], [-4.5352, -4.1548, -6.4857], [-3.6655, -2.8935, -7.3982], [4.1160, 0.6940, 1.2508], [2.9170, -0.1784, 1.0054], [1.7678, 0.2281, 1.1702], [3.1296, -1.4586, 0.5870], [4.3884, -2.1190, 0.3373], [3.7859, 1.6844, 1.5793], [4.7398, 0.2604, 2.0362], [4.6893, 0.8102, 0.3280], [2.2742, -1.9826, 0.4436], [4.3978, -2.4478, -0.7050], [4.4479, -2.9935, 0.9903], [5.2443, -1.4685, 0.5215], [5.8294, -2.1985, -5.1796], [5.0580, -2.4760, -3.9198], [5.5430, -2.2982, -2.8035], [3.7810, -2.9393, -4.0380], [3.0379, -3.2109, -5.2451], [6.8294, -1.8355, -4.9230], [5.9351, -3.1161, -5.7634], [5.3230, -1.4284, -5.7664], [3.3277, -3.1021, -3.1465], [2.1389, -2.5893, -5.2368], [2.7462, -4.2642, -5.2339], [3.6159, -3.0030, -6.1464], [3.7444, 1.7538, 9.7237], [4.5901, 1.4044, 8.5313], [5.8121, 1.2874, 8.6080], [3.9648, 1.2146, 7.3345], [2.5549, 1.3051, 7.0394], [4.3848, 1.8734, 10.6030], [3.2208, 2.6965, 9.5477], [3.0301, 0.9515, 9.9238], [4.6007, 0.9826, 6.5804], [2.2285, 0.3393, 6.6452], [2.4176, 2.0711, 6.2718], [1.9605, 1.5594, 7.9177]], "atomic_forces_ev_per_a": [[0.5, 0.1, -0.3], [-6.4, 3.8, -3.1], [7.2, -4.2, 4.8], [0.4, 3.4, -0.2], [-2.0, 3.9, -6.0], [3.0, -5.1, 7.7], [-0.7, -1.2, -1.6], [2.3, -2.1, 0.9], [0.2, 1.6, 2.6], [1.4, 0.4, 0.9], [-0.3, 2.4, -2.0], [-2.6, -2.2, -0.3], [1.0, 1.1, 1.7], [-0.6, -0.5, -0.5], [0.4, 1.6, 0.3], [-0.8, 0.0, 0.8], [-1.7, 0.6, -0.9], [-2.0, 0.3, -1.2], [1.8, 1.0, -1.3], [0.7, -2.6, -0.5], [-0.9, 1.8, -0.6], [-1.1, -0.3, 2.5], [0.0, 0.5, -1.1], [-1.0, -1.3, -0.5], [0.4, 1.2, 0.3], [0.7, -0.5, -1.0], [-0.4, -1.5, 1.1], [-0.1, 1.4, -2.2], [-2.7, 0.3, 0.8], [-2.3, -0.8, -0.2], [1.6, -1.2, 1.1], [1.4, 1.8, -0.2], [1.5, -1.9, -0.3], [0.6, -1.3, -2.0], [-1.9, -1.5, 0.8], [1.7, 1.3, -0.5], [0.3, 0.1, 0.0], [-0.4, -0.2, 0.6], [-0.1, 0.2, -0.1], [0.9, 0.4, 0.3], [-0.4, -0.1, 0.2], [-0.3, -0.1, 0.1], [-0.1, 0.2, -0.1], [0.0, -0.2, -0.1], [0.1, 0.0, -0.3], [0.0, -0.1, -0.3], [-0.1, 0.1, -0.3], [0.0, 0.0, 0.3], [0.0, 0.3, 0.1], [0.1, -1.0, -0.2], [0.2, -0.1, 0.1], [-0.5, 1.3, 0.4], [-0.1, -0.6, -0.2], [0.0, -0.3, -0.1], [0.1, 0.0, -0.2], [0.1, -0.1, 0.2], [0.2, 0.1, 0.0], [0.4, 0.0, 0.1], [0.3, 0.0, -0.1], [-0.2, -0.1, -0.1], [0.3, 0.1, 0.0], [0.0, 0.0, 0.9], [-0.2, 0.0, -0.5], [0.6, 0.3, 0.2], [-0.3, -0.1, 0.3], [-0.3, -0.1, 0.1], [-0.1, 0.2, -0.1], [0.0, -0.2, -0.1], [0.1, 0.0, -0.3], [0.0, -0.1, -0.3], [-0.1, 0.1, -0.3], [0.0, 0.0, 0.2], [0.0, 0.1, 0.3], [1.2, -0.2, -0.3], [-0.8, 0.1, 0.0], [0.3, 0.0, 0.5], [0.3, 0.0, -0.5], [-0.1, -0.1, -0.3], [-0.1, -0.1, 0.1], [-0.1, 0.2, 0.0], [-0.2, 0.1, 0.2], [-0.3, 0.1, 0.0], [-0.3, -0.2, 0.2], [0.2, 0.0, -0.1]]}


{"formula": "C21H47O13PS", "method": "ωB97M-V/def2-TZVPD", "lumo_energy_ev": 0.3, "charge": 0, "smiles": "CCOP(=O)(CCC[C@H]1COS(=O)(=O)O1)OCC.COCCOCCOC.COCCOCCOC", "e_homo_ev": -9.273, "elements": ["C", "C", "O", "P", "O", "C", "C", "C", "C", "C", "O", "S", "O", "O", "O", "O", "C", "C", "H", "H", "H", "H", "H", "H", "H", "H", "H", "H", "H", "H", "H", "H", "H", "H", "H", "H", "H", "C", "O", "C", "C", "O", "C", "C", "O", "C", "H", "H", "H", "H", "H", "H", "H", "H", "H", "H", "H", "H", "H", "H", "C", "O", "C", "C", "O", "C", "C", "O", "C", "H", "H", "H", "H", "H", "H", "H", "H", "H", "H", "H", "H", "H", "H"], "coordinates": [[-5.6287, 0.3121, -2.7527], [-5.1339, -0.6148, -3.8512], [-4.4883, -1.8030, -3.3648], [-2.9175, -2.0964, -3.3499], [-2.6579, -3.5122, -3.6304], [-2.2242, -1.5559, -1.7893], [-2.6194, -0.1564, -1.3238], [-1.6715, 0.3500, -0.2383], [-2.2833, 1.4556, 0.5976], [-1.2760, 2.2164, 1.4631], [-0.8552, 3.3357, 0.6777], [-2.0417, 3.8279, -0.2583], [-1.5255, 4.0952, -1.5512], [-2.8108, 4.8063, 0.4258], [-2.8359, 2.4565, -0.2868], [-2.2551, -1.0741, -4.3821], [-2.4348, -1.3576, -5.7939], [-1.2214, -2.0922, -6.3603], [-4.9121, 1.0975, -2.5160], [-6.5341, 0.8105, -3.1023], [-5.8721, -0.2475, -1.8494], [-4.4795, -0.0842, -4.5433], [-5.9864, -0.9760, -4.4268], [-2.5770, -2.3082, -1.0769], [-1.1373, -1.6352, -1.8808], [-2.6045, 0.5349, -2.1673], [-3.6407, -0.1884, -0.9371], [-0.7595, 0.7291, -0.7116], [-1.3884, -0.4714, 0.4281], [-3.0974, 1.0516, 1.2012], [-0.4191, 1.6204, 1.7684], [-1.7691, 2.6017, 2.3586], [-3.3477, -1.9384, -5.9362], [-2.5690, -0.3840, -6.2630], [-1.5303, -2.9790, -6.9126], [-0.5778, -2.4196, -5.5463], [-0.6555, -1.4570, -7.0415], [4.1772, 1.8422, -3.7894], [3.9820, 0.9474, -2.7188], [3.0132, 1.3692, -1.7797], [2.1836, 0.2107, -1.2748], [1.2551, -0.3029, -2.2137], [1.7343, -1.0758, -3.3022], [2.2360, -2.4518, -2.9312], [3.4891, -2.3930, -2.2772], [3.6611, -3.3700, -1.2783], [4.7382, 2.7308, -3.4786], [4.7492, 1.3160, -4.5518], [3.2228, 2.1619, -4.2222], [2.3480, 2.1211, -2.2199], [3.5174, 1.8250, -0.9161], [1.5674, 0.6011, -0.4594], [2.8211, -0.5757, -0.8644], [2.4825, -0.5323, -3.8829], [0.8566, -1.2213, -3.9380], [2.3351, -3.0343, -3.8573], [1.4923, -2.9498, -2.2971], [2.7965, -3.4105, -0.6055], [4.5420, -3.0934, -0.7011], [3.8188, -4.3665, -1.7065], [4.0597, -1.1008, 5.9891], [3.2638, 0.0189, 6.3005], [3.2863, 1.0385, 5.3213], [1.9293, 1.6822, 5.1507], [0.9688, 0.8730, 4.4900], [0.4163, -0.2305, 5.1884], [-0.5255, 0.1341, 6.3139], [0.1711, 0.6328, 7.4371], [-0.5140, 1.6445, 8.1382], [5.1275, -0.8869, 6.1109], [3.7820, -1.8978, 6.6769], [3.8841, -1.4435, 4.9631], [3.6195, 0.6395, 4.3560], [3.9933, 1.8216, 5.6275], [2.0689, 2.5404, 4.4888], [1.5530, 2.0544, 6.1055], [1.1913, -0.9141, 5.5411], [-0.1790, -0.7593, 4.4393], [-1.0743, -0.7741, 6.5998], [-1.2534, 0.8710, 5.9524], [-0.8916, 2.4166, 7.4581], [0.1961, 2.1005, 8.8257], [-1.3542, 1.2414, 8.7149]], "atomic_forces_ev_per_a": [[0.0, 0.1, -0.1], [-0.3, 0.0, -0.2], [0.2, 0.3, 0.1], [0.3, -0.3, -0.1], [0.0, -0.1, 0.0], [-0.3, 0.1, 0.0], [0.1, -0.2, 0.1], [0.1, 0.2, -0.2], [0.3, -0.4, -0.2], [-0.6, 0.2, 0.6], [0.4, -0.2, -0.3], [0.1, 0.1, 0.0], [0.0, 0.0, 0.0], [-0.1, 0.0, 0.0], [-0.2, 0.0, 0.1], [-0.3, 0.1, -0.1], [0.2, 0.0, 0.1], [-0.2, 0.0, -0.1], [0.1, -0.1, 0.1], [0.0, 0.0, 0.1], [0.0, 0.0, 0.0], [0.1, 0.0, 0.1], [0.0, -0.1, 0.0], [0.2, 0.0, 0.1], [0.0, -0.1, 0.0], [0.0, 0.1, 0.1], [0.0, 0.1, 0.0], [0.0, -0.1, 0.0], [0.0, 0.1, 0.0], [-0.1, 0.2, 0.0], [0.1, 0.1, -0.2], [0.1, 0.0, 0.0], [0.0, 0.0, 0.0], [0.0, 0.0, 0.0], [0.0, 0.0, 0.0], [0.0, 0.0, 0.0], [0.1, 0.0, 0.1], [0.1, 0.0, 0.0], [-0.1, -0.1, -0.1], [0.1, 0.1, 0.1], [0.0, 0.0, 0.1], [-0.2, 0.0, 0.1], [-0.1, 0.0, -0.1], [0.1, -0.1, -0.1], [-0.1, 0.2, 0.2], [0.1, -0.1, -0.1], [0.0, 0.0, 0.0], [0.0, 0.0, 0.0], [0.0, 0.0, 0.0], [0.0, 0.0, 0.0], [0.0, 0.1, 0.0], [0.0, 0.0, 0.0], [0.1, 0.0, -0.1], [0.1, 0.0, 0.1], [0.0, 0.0, 0.0], [-0.1, -0.1, 0.0], [0.0, 0.0, 0.0], [0.0, 0.0, 0.0], [0.0, 0.0, 0.0], [0.0, 0.0, 0.0], [0.1, 0.0, 0.1], [-0.2, -0.1, -0.1], [0.1, 0.0, 0.1], [0.0, 0.1, 0.0], [-0.1, 0.0, -0.1], [0.0, -0.1, 0.0], [-0.1, -0.1, 0.1], [0.1, 0.2, -0.1], [0.0, -0.1, 0.1], [0.0, 0.0, 0.0], [0.0, 0.0, 0.0], [0.0, 0.0, 0.0], [0.0, 0.0, 0.0], [0.0, 0.0, -0.1], [0.0, 0.0, 0.0], [0.0, -0.1, 0.0], [0.0, 0.1, 0.1], [0.0, 0.0, 0.0], [-0.1, 0.0, 0.0], [0.0, 0.0, 0.0], [0.0, 0.0, 0.0], [0.0, 0.0, 0.0], [0.0, 0.0, 0.0]]}


- Which formula does entry 1 have?
  C21H47N8O8